Record 1
The following is a quantum chemistry calculation of a molecular structure, C5H3O3Tl, from the OMol25 dataset.

Structure (XYZ):
```
12
Properties=species:S:1:pos:R:3:forces:R:3:mulliken_charge:R:1
C -0.391741 2.042680 1.079197 -1.1 1.2 1.6 0.2177
C 1.161187 -0.367832 -0.943354 -0.5 0.2 -0.6 -0.4759
C -0.641891 -0.267262 -0.530206 -2.0 -0.4 2.4 -0.0546
H -1.291291 0.083286 -1.345784 0.9 0.1 -0.3 0.4428
O 3.281546 0.749198 -0.478075 -1.5 0.1 -1.1 -0.2793
O -0.958190 0.175238 0.657042 0.8 -1.8 -2.5 -0.5287
H -0.000376 -2.050816 -1.628835 0.1 0.1 0.3 0.2766
C 0.218476 -1.478954 -0.717907 -0.2 0.9 0.1 -0.3730
Tl -2.848459 0.652914 2.625106 -0.5 -0.7 0.1 0.8514
C 2.259984 0.286846 -0.820731 1.9 -0.5 1.8 0.9476
H 0.404826 -2.055191 0.196757 0.1 0.0 -0.4 0.2678
O -1.194068 2.229894 1.906789 2.0 0.9 -1.3 -0.2925
```
Forces are in eV/Å.

Properties
**Largest force on an atom**: 0.0626 Eh/bohr
**Total charge**: +1
**E_HOMO (alpha / beta)**: -13.31 / -13.06 eV
**Molar mass**: 315.459 g mol⁻¹
**Energy**: -590.11531 Eh
**Energy relative to the best compared isomer or geometry (same formula, charge and spin)**: 0.0 kJ/mol
**2S+1**: 2
**⟨S²⟩**: 0.76



Record 2
The following is a quantum chemistry calculation of C5H4 in the gas phase, from the OMol25 dataset.

Structure (XYZ):
```
9
Properties=species:S:1:pos:R:3:forces:R:3:mulliken_charge:R:1
H 2.029521 0.271893 0.283543 -0.1 0.0 0.0 0.2805
C -0.915684 -0.137760 -0.745652 -0.4 0.2 -0.4 -0.6074
C 0.019960 -1.954593 0.336288 0.0 0.6 -0.1 -0.3190
H 0.684875 1.265809 0.877150 0.0 -0.1 0.0 0.3152
H -2.509420 0.722471 -2.120553 0.1 -0.1 0.1 0.4169
C 1.087636 0.252335 0.836994 0.1 0.1 0.1 -1.0681
C 0.077503 -0.652453 0.152369 0.0 -0.5 0.1 0.1966
H 1.286079 -0.086233 1.855616 0.0 0.0 -0.1 0.3379
C -1.760471 0.318531 -1.475755 0.4 -0.2 0.3 0.4474
```
Forces are in eV/Å.

Properties
**Largest force on an atom**: 0.0124 Eh/bohr
**E_HOMO**: -9.54 eV
**Molar mass**: 64.087 g mol⁻¹
**Energy**: -192.71046 Eh
**Energy relative to the best compared isomer or geometry (same formula, charge and spin)**: 219.7 kJ/mol